This record from the Open Molecules 2025 dataset describes a 2-piece molecular cluster, CHOP overall in a non-equilibrium geometry. The level of theory is the ωB97M-V functional and the def2-TZVPD basis.

The geometry in XYZ format:
```
4
Properties=species:S:1:pos:R:3:lowdin_charge:R:1
C 0.48487 0.13866 -0.00035 -0.21
O 0.74398 1.28044 0.00018 0.02
P -2.34808 -0.67393 0.00008 0.15
H 1.11924 -0.74517 0.00009 0.05
```

Results
strongest force on any atom = 2.47 eV/A
total charge = 0
energy relative to the best compared isomer or geometry (same formula, charge and spin) = 4.4174 eV